9
Properties=species:S:1:pos:R:3 method="wB97M-V/def2-TZVPD" energy_ev=-30375.8250 total_charge=0
C 2.484 0.270 -0.212
C 2.416 1.494 0.077
C 0.140 -0.718 0.010
N 0.404 -1.167 1.057
O 2.789 -1.910 -1.276
O 0.772 -1.737 2.011
S 1.743 2.916 0.315
S 3.416 -1.084 -0.268
H -0.348 0.094 -0.574

---

10
Properties=species:S:1:pos:R:3 method="wB97M-V/def2-TZVPD" energy_ev=-5715.2208 total_charge=0 smiles="[H]/N=C/CC#C"
C -0.197 1.839 1.614
C -0.260 0.761 1.112
C 0.215 -0.560 -1.126
C -0.479 -0.715 0.212
N 1.418 -0.832 -1.173
H -0.224 2.719 2.139
H -0.482 -0.290 -1.871
H -1.595 -0.849 0.229
H -0.097 -1.325 0.931
H 1.700 -0.747 -2.068

---

161
Properties=species:S:1:pos:R:3 method="wB97M-V/def2-TZVPD" energy_ev=-127722.7830 total_charge=+1
C -2.574 0.418 3.213
C -2.053 1.833 2.858
N -1.500 1.865 1.481
C -0.142 2.389 1.393
C 0.663 1.642 0.278
C 0.845 0.223 0.759
C -0.128 -0.726 0.477
N -1.277 -0.407 -0.301
C -1.028 -0.367 -1.504
S -0.571 -0.001 -2.936
C 0.005 -2.027 0.976
C -1.123 -3.020 0.688
O -1.735 -3.542 1.573
O -1.390 -3.249 -0.626
P -3.009 -3.053 -1.117
S -3.397 -4.367 -2.463
C 1.131 -2.334 1.734
C 1.358 -3.707 2.364
C 1.608 -3.452 3.877
C 3.015 -3.342 4.413
N 0.625 -3.301 4.664
C 2.086 -1.378 1.947
N 1.920 -0.144 1.462
C 2.984 0.854 1.724
C 3.802 0.999 0.447
O 4.289 2.006 0.064
F 3.955 -0.131 -0.263
C -2.406 2.433 0.554
C -2.031 3.615 -0.326
O -3.502 1.933 0.442
H -2.346 0.146 4.246
H -3.663 0.396 3.139
H -2.210 -0.339 2.518
H -1.336 2.168 3.604
H -2.933 2.478 2.871
H -0.064 3.475 1.291
H 0.363 2.139 2.333
H 0.115 1.668 -0.657
H 1.613 2.153 0.132
H -3.851 -3.128 0.005
H -3.199 -1.773 -1.661
H 2.199 -4.222 1.900
H 0.427 -4.263 2.295
H 3.237 -4.232 5.000
H 3.062 -2.469 5.068
H 3.765 -3.176 3.639
H -0.220 -3.405 4.094
H 2.983 -1.591 2.507
H 2.586 1.818 2.015
H 3.678 0.468 2.473
H -2.903 3.972 -0.859
H -1.263 3.284 -1.032
H -1.597 4.383 0.321
C 0.267 -4.181 -6.914
C 0.371 -2.680 -6.911
O -0.190 -1.987 -7.749
N 1.111 -2.099 -5.934
C 1.837 -2.746 -4.859
H -0.357 -4.489 -7.747
H 1.254 -4.631 -7.030
H -0.194 -4.527 -5.989
H 1.135 -1.094 -5.992
H 1.449 -2.388 -3.903
H 2.893 -2.479 -4.934
H 1.740 -3.824 -4.897
C 5.207 3.961 2.814
C 5.651 2.790 3.656
O 5.657 1.645 3.212
N 6.044 3.036 4.924
C 6.104 4.314 5.614
H 4.929 3.603 1.827
H 4.343 4.451 3.266
H 6.020 4.679 2.705
H 6.327 2.209 5.427
H 7.129 4.505 5.933
H 5.463 4.278 6.496
H 5.777 5.125 4.973
C -0.593 2.311 -11.622
C -0.603 2.669 -10.155
O -0.956 3.769 -9.758
N -0.203 1.715 -9.275
C 0.247 0.356 -9.549
H -0.936 3.167 -12.195
H 0.417 2.056 -11.944
H -1.262 1.471 -11.813
H -0.234 2.020 -8.315
H -0.405 -0.342 -9.034
H 1.261 0.236 -9.165
H 0.240 0.142 -10.613
C -3.327 7.355 2.181
C -1.879 6.983 1.968
O -1.332 6.100 2.618
N -1.186 7.661 1.021
C -1.655 8.727 0.156
H -3.740 6.727 2.964
H -3.410 8.398 2.488
H -3.899 7.195 1.266
H -0.225 7.363 0.932
H -1.533 8.414 -0.882
H -1.047 9.617 0.335
H -2.697 8.969 0.334
C -4.938 -1.754 -5.890
C -3.562 -2.060 -6.433
O -2.827 -2.882 -5.899
N -3.157 -1.389 -7.539
C -3.879 -0.384 -8.297
H -5.114 -2.366 -5.010
H -5.011 -0.703 -5.606
H -5.701 -1.986 -6.635
H -2.228 -1.647 -7.842
H -4.000 -0.725 -9.327
H -3.309 0.547 -8.302
H -4.860 -0.195 -7.872
C 3.751 7.742 1.422
C 2.779 8.152 0.342
O 2.357 7.359 -0.487
N 2.379 9.449 0.316
C 2.768 10.525 1.213
H 3.971 6.684 1.309
H 4.681 8.305 1.331
H 3.316 7.906 2.409
H 1.732 9.656 -0.430
H 1.880 10.926 1.705
H 3.237 11.324 0.637
H 3.464 10.178 1.968
C -3.016 -8.083 5.471
C -1.652 -7.449 5.342
O -0.626 -8.059 5.585
N -1.601 -6.150 4.938
C -2.683 -5.255 4.595
H -2.896 -9.111 5.799
H -3.616 -7.549 6.209
H -3.529 -8.081 4.509
H -0.663 -5.784 4.871
H -2.556 -4.915 3.565
H -2.661 -4.380 5.249
H -3.652 -5.734 4.682
C 6.572 -6.698 4.186
C 6.655 -5.200 4.342
O 6.134 -4.435 3.540
N 7.335 -4.717 5.411
C 8.013 -5.466 6.456
H 6.003 -6.930 3.291
H 7.570 -7.126 4.084
H 6.069 -7.143 5.045
H 7.355 -3.711 5.456
H 7.577 -5.213 7.423
H 9.070 -5.198 6.466
H 7.922 -6.535 6.297
C -8.702 -2.775 -0.175
C -7.272 -2.976 0.260
O -6.400 -2.158 0.003
N -6.982 -4.107 0.954
C -7.884 -5.177 1.342
H -8.778 -1.836 -0.714
H -9.014 -3.584 -0.837
H -9.362 -2.735 0.692
H -6.012 -4.183 1.216
H -7.886 -5.273 2.428
H -7.540 -6.116 0.907
H -8.895 -4.982 1.003